--- w ---
{
  "formula": "C21H27ClN2O5",
  "method": "ωB97M-V/def2-TZVPD",
  "spin_multiplicity": 1,
  "homo_lumo_gap_ev": 9.74,
  "smiles": "COc1c(C)cc(C(=O)NCCCOCCNC(=O)C#C[C@H]2CCOC2)cc1Cl",
  "e_homo_ha": -0.33682,
  "molar_mass_g_mol": 422.909,
  "lumo_ev": 0.577,
  "species": ["C", "O", "C", "C", "C", "C", "C", "C", "O", "N", "C", "C", "C", "O", "C", "C", "N", "C", "O", "C", "C", "C", "C", "C", "O", "C", "C", "C", "Cl", "H", "H", "H", "H", "H", "H", "H", "H", "H", "H", "H", "H", "H", "H", "H", "H", "H", "H", "H", "H", "H", "H", "H", "H", "H", "H", "H"],
  "positions_angstrom": [[-6.86251, 1.53567, 0.69019], [-6.30114, 0.55763, -0.18377], [-5.00784, 0.23066, 0.11522], [-3.96740, 0.83648, -0.59355], [-4.27088, 1.86259, -1.64801], [-2.66503, 0.45751, -0.31155], [-2.38188, -0.49451, 0.66130], [-0.93941, -0.82426, 0.89322], [-0.10559, -0.65090, 0.01872], [-0.59630, -1.32222, 2.10654], [0.80731, -1.53926, 2.42434], [1.36059, -2.83170, 1.83557], [2.86105, -2.92155, 2.01951], [3.46589, -1.92573, 1.21830], [4.82242, -1.71527, 1.52270], [5.37158, -0.66888, 0.57471], [5.56427, -1.14233, -0.78038], [4.63497, -1.09808, -1.78378], [4.71649, -1.81014, -2.76513], [3.55859, -0.12876, -1.63434], [2.61833, 0.61556, -1.58688], [1.45248, 1.48395, -1.57458], [1.70692, 2.95514, -1.92354], [0.30030, 3.42823, -2.29873], [-0.44711, 2.26434, -2.67183], [0.41080, 1.12911, -2.63444], [-3.41819, -1.10487, 1.35233], [-4.72368, -0.73983, 1.07092], [-6.02476, -1.53106, 1.90193], [-7.87754, 1.71225, 0.34461], [-6.88513, 1.17253, 1.71938], [-6.29262, 2.46725, 0.64476], [-3.36473, 2.12571, -2.19181], [-5.01607, 1.48857, -2.34941], [-4.67607, 2.77527, -1.20611], [-1.84165, 0.90329, -0.85711], [-1.28385, -1.35233, 2.83725], [1.37839, -0.70149, 2.02190], [0.90847, -1.53864, 3.51106], [0.88357, -3.69594, 2.30406], [1.13635, -2.85707, 0.76771], [3.12843, -2.75989, 3.07541], [3.23405, -3.91303, 1.73461], [4.93267, -1.36354, 2.55887], [5.39118, -2.65272, 1.43064], [4.67943, 0.17351, 0.54402], [6.32500, -0.30063, 0.95833], [6.21843, -1.90004, -0.91631], [0.97625, 1.40468, -0.59503], [2.13672, 3.52212, -1.09947], [2.38501, 3.01485, -2.77565], [-0.20633, 3.89665, -1.45070], [0.30714, 4.13873, -3.12796], [0.89615, 0.97047, -3.60429], [-0.17402, 0.25110, -2.36994], [-3.23953, -1.88919, 2.07619]],
  "lowdin_charge": [-0.07, -0.12, -0.29, -0.17, -0.01, 0.04, -0.12, -0.42, 0.07, 0.08, -0.17, -0.15, -0.23, -0.14, -0.22, -0.16, 0.07, -0.50, 0.07, 0.10, 0.06, -0.30, -0.11, -0.18, -0.14, -0.16, -0.05, -0.56, 0.72, 0.09, 0.07, 0.09, 0.08, 0.09, 0.08, 0.11, 0.13, 0.12, 0.13, 0.12, 0.12, 0.12, 0.13, 0.13, 0.13, 0.12, 0.12, 0.14, 0.14, 0.12, 0.12, 0.12, 0.12, 0.13, 0.12, 0.11]
}

=====

--- x ---
{
  "formula": "C21H27ClN2O5",
  "method": "ωB97M-V/def2-TZVPD",
  "spin_multiplicity": 1,
  "homo_lumo_gap_ev": 9.79,
  "smiles": "COc1c(C)cc(C(=O)NCCCOCCNC(=O)C#C[C@H]2CCOC2)cc1Cl",
  "e_homo_ha": -0.33996,
  "molar_mass_g_mol": 422.909,
  "lumo_ev": 0.537,
  "species": ["C", "O", "C", "C", "C", "C", "C", "C", "O", "N", "C", "C", "C", "O", "C", "C", "N", "C", "O", "C", "C", "C", "C", "C", "O", "C", "C", "C", "Cl", "H", "H", "H", "H", "H", "H", "H", "H", "H", "H", "H", "H", "H", "H", "H", "H", "H", "H", "H", "H", "H", "H", "H", "H", "H", "H", "H"],
  "positions_angstrom": [[-0.81279, 5.13828, -6.77324], [-1.49598, 5.15269, -5.52110], [-1.32152, 4.01284, -4.78782], [-2.28239, 3.00148, -4.84681], [-3.48637, 3.15163, -5.73365], [-2.10720, 1.87315, -4.05874], [-1.00522, 1.73044, -3.22354], [-0.91187, 0.48051, -2.39748], [-1.89393, -0.21594, -2.18341], [0.30952, 0.15989, -1.90823], [0.49968, -1.01201, -1.06916], [0.10636, -0.75190, 0.38157], [0.21520, -1.99712, 1.24018], [-0.59228, -3.00599, 0.66387], [-1.09603, -3.97490, 1.56262], [-2.16477, -4.74562, 0.82243], [-3.16967, -3.79695, 0.34386], [-4.14118, -4.26068, -0.52421], [-4.80378, -5.25342, -0.32362], [-4.35305, -3.35858, -1.65233], [-4.43171, -2.52872, -2.51641], [-4.50441, -1.50200, -3.54307], [-5.41736, -1.81787, -4.73459], [-5.74986, -0.42115, -5.27708], [-5.37596, 0.52143, -4.26474], [-5.10699, -0.18366, -3.06101], [-0.06545, 2.75088, -3.15469], [-0.22962, 3.88127, -3.93542], [0.92722, 5.16856, -3.81937], [-1.03499, 6.08504, -7.25822], [0.26544, 5.04687, -6.62875], [-1.16773, 4.31491, -7.39826], [-4.23940, 2.41199, -5.46743], [-3.91203, 4.14983, -5.63824], [-3.21936, 3.01584, -6.78436], [-2.85322, 1.08986, -4.08498], [1.10575, 0.70914, -2.17299], [-0.10676, -1.82209, -1.47100], [1.54773, -1.30923, -1.13613], [0.74012, 0.03168, 0.80543], [-0.92493, -0.39345, 0.40139], [1.25554, -2.34492, 1.29932], [-0.12163, -1.77954, 2.25964], [-0.30323, -4.65425, 1.89663], [-1.52793, -3.47987, 2.44066], [-1.71256, -5.28788, -0.01434], [-2.62602, -5.47478, 1.48762], [-2.71153, -2.97180, -0.02610], [-3.48652, -1.29224, -3.88295], [-4.93615, -2.45521, -5.47400], [-6.31421, -2.32534, -4.37925], [-5.18150, -0.17879, -6.17721], [-6.81348, -0.31571, -5.50302], [-6.02820, -0.36587, -2.49494], [-4.41432, 0.39979, -2.45837], [0.77708, 2.71765, -2.47718]],
  "lowdin_charge": [-0.06, -0.12, -0.29, -0.16, -0.01, 0.04, -0.11, -0.42, 0.06, 0.07, -0.17, -0.15, -0.22, -0.17, -0.21, -0.16, 0.06, -0.50, 0.09, 0.11, 0.05, -0.30, -0.11, -0.18, -0.15, -0.16, -0.05, -0.56, 0.72, 0.10, 0.08, 0.09, 0.07, 0.09, 0.09, 0.11, 0.12, 0.12, 0.13, 0.12, 0.12, 0.13, 0.12, 0.13, 0.13, 0.13, 0.13, 0.12, 0.14, 0.12, 0.12, 0.12, 0.12, 0.14, 0.12, 0.11]
}

=====

Each structure's energy above the most stable one, in kJ/mol: w 0.0; x 7.9.